ORCA calculation (ωB97M-V/def2-TZVPD) on 2 unconnected molecules or ions with the total composition Cl2H3N2P.

Structure (XYZ):
```
8
Cl2H3N2P | OMol25 | ωB97M-V/def2-TZVPD
H -0.19 -0.31 1.70
H 0.99 0.60 -2.45
N 0.60 -0.25 1.09
Cl -0.87 2.00 0.49
Cl -2.61 -1.38 0.00
H 1.08 -1.21 1.00
P 0.03 0.34 -0.29
N 0.97 0.22 -1.53
```

<S²> = 2.006
total charge = 0
energy relative to the best compared isomer or geometry (same formula, charge and spin) = 0.0 kJ/mol
2S+1 = 3
E_LUMO (spin up / spin down) = 0.852 / -4.355 eV


ORCA calculation (ωB97M-V/def2-TZVPD) on a molecular structure, Cl2H4OSi2.

Structure (XYZ):
```
9
Cl2H4OSi2 | OMol25 | ωB97M-V/def2-TZVPD
Cl -3.10 -1.59 0.51
H 1.21 -0.91 0.08
Si 0.44 0.05 0.82
H -2.74 0.69 -2.56
H 0.37 1.47 0.74
H 0.43 -0.36 2.30
Cl -2.89 1.68 0.49
O -2.48 -0.13 -2.00
Si -2.18 0.00 -0.41
```

total charge = 0
energy relative to the best compared isomer or geometry (same formula, charge and spin) = 228.4 kJ/mol
2S+1 = 1
E_LUMO = -0.092 eV


ORCA calculation (ωB97M-V/def2-TZVPD) on a molecular structure, Cl2MnO8.

Structure (XYZ):
```
11
Cl2MnO8 | OMol25 | ωB97M-V/def2-TZVPD
O 0.64 0.40 -1.47
O -1.94 0.74 0.71
O -1.69 1.17 2.93
Cl 0.74 -0.98 -1.84
Mn 1.53 -1.42 0.73
O -0.61 2.56 1.30
O 2.13 -1.23 -1.65
Cl -1.00 1.26 1.67
O 0.07 0.46 1.73
O 0.16 -1.18 -3.16
O -0.03 -1.77 -0.95
```

<S²> = 8.753
total charge = 0
energy relative to the best compared isomer or geometry (same formula, charge and spin) = 0.0 kJ/mol
2S+1 = 6
E_LUMO (spin up / spin down) = -4.791 / -4.759 eV


ORCA calculation (ωB97M-V/def2-TZVPD) on a gas-phase ion, Cl2O2P (charge -1).

Structure (XYZ):
```
5
Cl2O2P | OMol25 | ωB97M-V/def2-TZVPD
O 0.07 1.61 0.25
P 0.12 0.15 0.10
O 1.63 -0.74 0.34
Cl -1.44 -0.67 1.12
Cl -0.39 -0.35 -1.82
```

structure (SMILES) = O=P([O-])(Cl)Cl
total charge = -1
energy relative to the best compared isomer or geometry (same formula, charge and spin) = 90.9 kJ/mol
2S+1 = 1
E_LUMO = 3.584 eV


ORCA calculation (ωB97M-V/def2-TZVPD) on a molecular structure, Cl2O8Pb3.

Structure (XYZ):
```
13
Cl2O8Pb3 | OMol25 | ωB97M-V/def2-TZVPD
O -1.73 0.73 -2.51
Pb -0.92 -2.90 1.02
O -2.79 1.09 -0.54
O -0.63 1.94 -0.68
O 0.65 -1.08 1.51
Cl -1.51 0.79 -1.10
Pb -2.32 -0.18 -4.92
Pb 2.12 1.97 -1.83
O 2.91 -0.86 1.56
Cl 1.70 -0.53 2.25
O -1.29 -0.51 -0.54
O 2.03 -1.43 3.43
O 1.77 0.97 2.34
```

<S²> = 0.764
total charge = +5
2S+1 = 2
E_LUMO (spin up / spin down) = -19.676 / -19.676 eV


ORCA calculation (ωB97M-V/def2-TZVPD) on a molecular structure, Cl2O8Rb.

Structure (XYZ):
```
11
Cl2O8Rb | OMol25 | ωB97M-V/def2-TZVPD
O 0.03 -30.02 -3.66
O -1.36 -29.60 -1.96
O 4.21 -34.87 -2.23
O 5.75 -36.48 -1.36
O 6.57 -34.30 -2.07
Cl -1.27 -29.39 -3.39
O -2.26 -30.20 -4.00
O -1.44 -27.97 -3.52
Cl 5.51 -35.38 -2.33
Rb 9.01 -40.38 1.52
O 5.77 -35.80 -3.70
```

total charge = -1
energy relative to the best compared isomer or geometry (same formula, charge and spin) = 464.0 kJ/mol
2S+1 = 1
E_LUMO = -1.734 eV


ORCA calculation (ωB97M-V/def2-TZVPD) on a molecular structure, Cl2O8Rb.

Structure (XYZ):
```
11
Cl2O8Rb | OMol25 | ωB97M-V/def2-TZVPD
O 21.17 16.44 -13.11
O 18.42 15.30 -4.60
Cl 17.85 15.04 -5.96
Rb 23.66 17.84 -9.17
O 19.21 16.85 -14.08
O 16.47 15.41 -6.10
O 18.48 15.85 -6.85
O 20.71 18.64 -14.01
O 19.88 17.85 -12.06
Cl 20.23 17.49 -13.31
O 18.05 13.71 -6.27
```

total charge = -1
energy relative to the best compared isomer or geometry (same formula, charge and spin) = 343.6 kJ/mol
2S+1 = 1
E_LUMO = -0.307 eV


ORCA calculation (ωB97M-V/def2-TZVPD) on a molecular structure, Cl2S2.

Structure (XYZ):
```
4
Cl2S2 | OMol25 | ωB97M-V/def2-TZVPD
S -1.17 0.62 -0.47
Cl -2.68 -0.57 0.24
S 2.52 -0.75 -0.19
Cl 1.33 0.70 0.42
```

total charge = 0
energy relative to the best compared isomer or geometry (same formula, charge and spin) = 349.0 kJ/mol
2S+1 = 1
E_LUMO (spin up / spin down) = -3.756 / -3.759 eV


ORCA calculation (ωB97M-V/def2-TZVPD) on a molecular structure, Cl3F2NOP2.

Structure (XYZ):
```
9
Cl3F2NOP2 | OMol25 | ωB97M-V/def2-TZVPD
P -1.34 -0.09 0.33
F 2.66 -0.57 0.01
Cl -1.81 -2.01 0.45
Cl -1.51 0.33 -1.60
F 1.53 0.83 -1.52
O -2.05 0.75 1.20
P 1.24 -0.58 -0.75
Cl 0.99 1.37 1.35
N 0.29 -0.04 0.52
```

total charge = 0
energy relative to the best compared isomer or geometry (same formula, charge and spin) = 190.3 kJ/mol
2S+1 = 1
E_LUMO = -1.027 eV


ORCA calculation (ωB97M-V/def2-TZVPD) on a molecular structure, Cl3FNO3Pt.

Structure (XYZ):
```
9
Cl3FNO3Pt | OMol25 | ωB97M-V/def2-TZVPD
Pt -1.10 0.11 0.84
O 1.72 -0.04 -2.09
Cl -1.71 -0.05 3.42
Cl -1.57 0.89 -1.53
O 1.26 -1.02 -0.08
Cl 0.72 1.85 1.31
O 2.83 -1.53 -1.31
N 1.84 -0.87 -1.17
F -3.98 0.66 0.61
```

total charge = -3
2S+1 = 1
E_LUMO = 8.234 eV


ORCA calculation (ωB97M-V/def2-TZVPD) on Cl3H2N3 in the gas phase.

Structure (XYZ):
```
8
Cl3H2N3 | OMol25 | ωB97M-V/def2-TZVPD
Cl -0.42 2.81 -1.03
H 0.51 -0.42 1.00
N 1.21 0.92 -0.26
Cl 2.45 2.99 -0.75
Cl 1.59 0.38 -2.11
N 1.05 2.20 -0.17
N 0.19 0.23 0.28
H -0.37 -0.20 -0.42
```

structure (SMILES) = NN(Cl)N(Cl)Cl
total charge = 0
energy relative to the best compared isomer or geometry (same formula, charge and spin) = 64.9 kJ/mol
2S+1 = 1
E_LUMO = -0.950 eV


ORCA calculation (ωB97M-V/def2-TZVPD) on a molecular structure, Cl3H3Si2.

Structure (XYZ):
```
8
Cl3H3Si2 | OMol25 | ωB97M-V/def2-TZVPD
H 0.92 -1.04 -1.11
H -1.78 0.28 1.64
Cl -2.22 -0.18 -1.29
Cl 2.72 0.54 0.17
Cl 0.40 1.90 -1.71
Si 0.81 0.35 -0.62
Si -0.63 -0.29 1.10
H -0.23 -1.57 1.81
```

total charge = 0
energy relative to the best compared isomer or geometry (same formula, charge and spin) = 228.6 kJ/mol
2S+1 = 1
E_LUMO = -1.816 eV


ORCA calculation (ωB97M-V/def2-TZVPD) on 2 unconnected molecules or ions with the total composition Cl3H3Si3.

Structure (XYZ):
```
9
Cl3H3Si3 | OMol25 | ωB97M-V/def2-TZVPD
Si -0.79 1.18 -0.46
H 0.20 2.41 -2.52
Si 1.28 0.73 0.77
Cl 1.25 -1.28 1.40
Cl 3.06 0.78 -0.27
Cl -2.05 -1.75 0.06
H 1.71 1.38 2.18
H -3.67 0.26 1.17
Si -2.18 0.08 0.88
```

<S²> = 2.074
total charge = 0
2S+1 = 3
E_LUMO (spin up / spin down) = -2.095 / -2.463 eV


ORCA calculation (ωB97M-V/def2-TZVPD) on a molecular structure, Cl3Na2.

Structure (XYZ):
```
5
Cl3Na2 | OMol25 | ωB97M-V/def2-TZVPD
Cl 1.58 -0.25 -1.18
Cl 1.58 1.33 2.40
Na -0.89 0.56 -1.88
Na -0.34 0.10 1.01
Cl -1.93 -1.74 -0.34
```

total charge = -1
energy relative to the best compared isomer or geometry (same formula, charge and spin) = 0.0 kJ/mol
2S+1 = 1
E_LUMO = 1.424 eV


ORCA calculation (ωB97M-V/def2-TZVPD) on 2 unconnected molecules or ions with the total composition Cl3O2PS.

Structure (XYZ):
```
7
Cl3O2PS | OMol25 | ωB97M-V/def2-TZVPD
S 2.11 -0.34 -0.41
Cl -1.18 1.48 1.03
P -1.23 0.13 -0.43
Cl -3.11 -0.60 -0.23
O 2.44 0.50 0.74
O 1.31 0.48 -1.37
Cl -0.34 -1.66 0.68
```

total charge = 0
energy relative to the best compared isomer or geometry (same formula, charge and spin) = 104.2 kJ/mol
2S+1 = 1
E_LUMO = -1.524 eV


ORCA calculation (ωB97M-V/def2-TZVPD) on a molecular structure, Cl4Mg.

Structure (XYZ):
```
5
Cl4Mg | OMol25 | ωB97M-V/def2-TZVPD
Cl 1.88 0.97 1.04
Cl 0.09 0.49 -2.27
Cl -1.97 0.89 0.97
Cl 0.02 -2.37 0.33
Mg -0.02 0.01 -0.06
```

<S²> = 0.757
total charge = -1
energy relative to the best compared isomer or geometry (same formula, charge and spin) = 9.2 kJ/mol
2S+1 = 2
E_LUMO (spin up / spin down) = 3.452 / -2.261 eV


ORCA calculation (ωB97M-V/def2-TZVPD) on 2 unconnected molecules or ions with the total composition Cl4N4.

Structure (XYZ):
```
8
Cl4N4 | OMol25 | ωB97M-V/def2-TZVPD
N -0.09 1.03 -0.39
N 1.07 -1.18 -0.18
Cl 2.49 -0.93 -0.99
Cl 1.24 -1.13 1.48
Cl 0.98 2.25 0.09
Cl -2.19 -1.41 -0.06
N -1.25 1.01 -0.01
N -2.24 0.36 0.05
```

total charge = 0
energy relative to the best compared isomer or geometry (same formula, charge and spin) = 201.9 kJ/mol
2S+1 = 1
E_LUMO (spin up / spin down) = -1.426 / -2.431 eV


ORCA calculation (ωB97M-V/def2-TZVPD) on a molecular structure, Cl4Ni2O16.

Structure (XYZ):
```
22
Cl4Ni2O16 | OMol25 | ωB97M-V/def2-TZVPD
O 23.94 -20.34 8.16
O 23.15 -15.91 4.26
Cl 23.39 -21.34 7.30
O 19.61 -17.67 5.25
Cl 20.53 -18.74 5.21
O 20.22 -19.70 6.28
Cl 16.63 -20.30 6.75
O 21.86 -18.26 5.37
O 23.45 -20.87 5.92
O 24.38 -17.45 2.96
O 24.92 -15.12 3.01
O 21.93 -21.47 7.54
Cl 23.91 -16.13 3.06
O 16.00 -19.08 6.40
O 20.41 -19.56 4.02
O 23.00 -15.66 1.99
O 17.10 -21.01 5.59
O 17.84 -19.86 7.50
O 24.04 -22.60 7.37
O 15.83 -21.15 7.55
Ni 20.80 -20.78 2.17
Ni 19.73 -20.62 8.07
```

<S²> = 6.021
total charge = 0
2S+1 = 5
E_LUMO (spin up / spin down) = -3.421 / -5.048 eV


ORCA calculation (ωB97M-V/def2-TZVPD) on 2 unconnected molecules or ions with the total composition Cl5HSSi2.

Structure (XYZ):
```
9
Cl5HSSi2 | OMol25 | ωB97M-V/def2-TZVPD
H -3.34 -0.08 -0.78
S -2.99 0.08 0.41
Si -1.25 -1.03 0.09
Cl 2.88 0.65 -1.79
Cl 2.71 0.16 1.58
Cl -1.60 -2.34 -1.42
Cl -0.58 -1.72 1.81
Cl 2.18 3.14 0.13
Si 1.99 1.14 -0.04
```

total charge = 0
energy relative to the best compared isomer or geometry (same formula, charge and spin) = 291.6 kJ/mol
2S+1 = 1
E_LUMO (spin up / spin down) = -1.287 / -1.515 eV


ORCA calculation (ωB97M-V/def2-TZVPD) on a molecular structure, Cl6I2K4LiMg.

Structure (XYZ):
```
14
Cl6I2K4LiMg | OMol25 | ωB97M-V/def2-TZVPD
Cl 5.05 -1.04 -11.03
K 6.99 -5.85 -15.25
I 8.14 -2.29 -13.91
K 8.18 -2.30 -18.01
Cl 10.97 -4.76 -10.77
Cl 4.69 -4.96 -12.69
Li 10.51 -1.55 -13.63
K 8.67 2.66 -13.52
Mg 6.83 -0.11 -9.72
Cl 12.63 -2.76 -13.35
Cl 8.58 -1.48 -9.44
I 10.24 -5.56 -16.71
K 4.54 -1.93 -14.26
Cl 11.19 0.91 -13.32
```

total charge = -1
2S+1 = 1
E_LUMO = -0.559 eV